The following is a quantum chemistry calculation of a cluster of 2 separate species, CH3N5O in total in a non-equilibrium geometry, from OMol25.

Structure (XYZ):
```
10
Properties=species:S:1:pos:R:3:mulliken_charge:R:1
C 0.07 -1.73 -0.60 0.440
N 0.20 2.62 0.42 0.147
N -0.23 -0.76 0.03 0.448
N 0.04 3.54 0.99 0.391
N -0.84 -0.17 0.95 -0.011
N 0.47 -2.66 -1.33 -0.239
O -0.83 0.97 1.24 -0.256
H -0.17 4.33 1.60 0.415
H 0.17 -3.64 -1.20 0.334
H 1.12 -2.50 -2.12 0.331
```

Summary:
**Charge**: +2
**LUMO**: -10.14 eV
**ΔE to the lowest compared entry with this formula, charge and spin**: 0.000 eV
**F_max**: 5.4 eV Å⁻¹
**Total energy**: -388.00908 a.u.